No. 1
Molecular formula: C38H54BF3N7O6S5Sn
Method: DFT, ωB97M-V with the def2-TZVPD basis set

Output
ΔE to the lowest compared entry with this formula, charge and spin, eV: 0.0000
HOMO level, eV: -5.200
Spin multiplicity: 1
Largest force on an atom, eV/Å: 0.4
Total charge: -1
E, eV: -131841.415

XYZ file:
```
115
C38H54BF3N7O6S5Sn, DFT ωB97M-V with the def2-TZVPD basis set
Sn 1.268 -1.809 -1.291
C -3.457 -3.479 1.754
C -2.479 -2.361 1.925
C -2.238 -1.799 3.130
C -1.311 -0.727 3.242
N -0.657 -0.310 2.209
N -0.846 -0.886 1.010
B 0.035 -0.252 -0.103
N 0.945 0.833 0.501
N 0.488 2.083 0.301
C 1.162 3.094 0.745
C 2.420 2.912 1.375
C 2.923 1.666 1.526
C 4.311 1.427 2.022
C 2.105 0.550 1.130
S 2.580 -1.040 1.381
C 0.485 4.457 0.601
C -0.586 4.553 1.696
C 1.479 5.607 0.771
C -0.183 4.571 -0.773
N -0.902 0.442 -1.140
N -1.966 0.973 -0.508
C -2.811 1.700 -1.159
C -2.605 1.993 -2.534
C -1.549 1.460 -3.187
C -1.281 1.743 -4.631
C -0.669 0.581 -2.455
S 0.569 -0.213 -3.297
C -4.026 2.211 -0.400
C -3.928 1.845 1.081
C -4.121 3.735 -0.539
C -5.273 1.550 -1.002
C -1.775 -1.846 0.769
S -2.063 -2.413 -0.784
C -1.014 -0.054 4.573
C -0.030 1.101 4.384
C -2.317 0.478 5.182
C -0.387 -1.099 5.509
H -3.667 -3.951 2.715
H -3.077 -4.217 1.048
H -4.394 -3.105 1.333
H -2.748 -2.168 4.013
H 3.010 3.769 1.673
H 4.746 2.355 2.394
H 4.912 1.062 1.185
H 4.334 0.663 2.797
H -0.148 4.418 2.689
H -1.343 3.779 1.552
H -1.074 5.532 1.666
H 1.874 5.659 1.789
H 0.969 6.553 0.571
H 2.316 5.521 0.077
H -0.865 3.738 -0.942
H 0.564 4.562 -1.569
H -0.746 5.507 -0.831
H -3.290 2.648 -3.060
H -1.938 2.536 -4.988
H -1.442 0.845 -5.231
H -0.241 2.035 -4.779
H -3.025 2.258 1.534
H -3.894 0.763 1.221
H -4.802 2.241 1.606
H -3.210 4.218 -0.175
H -4.963 4.106 0.050
H -4.280 4.045 -1.574
H -5.207 0.463 -0.921
H -5.391 1.805 -2.058
H -6.169 1.885 -0.473
H -0.407 1.832 3.666
H 0.930 0.741 4.009
H 0.129 1.598 5.345
H -2.781 1.213 4.520
H -2.111 0.963 6.139
H -3.040 -0.321 5.362
H 0.503 -1.535 5.050
H -1.087 -1.906 5.741
H -0.093 -0.629 6.451
C 0.683 -4.297 1.103
N 1.829 -4.083 0.228
C 3.070 -4.261 0.985
C 1.844 -5.065 -0.859
C 0.794 -4.831 -1.909
C 0.095 -5.918 -2.423
C -0.795 -5.761 -3.474
C -0.981 -4.501 -4.017
C -0.314 -3.410 -3.476
C 0.575 -3.543 -2.409
H 0.741 -5.285 1.585
H -0.237 -4.243 0.522
H 0.669 -3.524 1.874
H 3.170 -5.313 1.295
H 3.071 -3.644 1.877
H 3.920 -3.989 0.362
H 1.755 -6.084 -0.453
H 2.818 -4.984 -1.338
H 0.267 -6.903 -1.999
H -1.337 -6.615 -3.863
H -1.663 -4.357 -4.847
H -0.512 -2.430 -3.891
F 4.451 3.592 -3.392
C 3.472 3.045 -2.654
F 3.326 3.822 -1.556
F 2.326 3.153 -3.358
S 3.846 1.294 -2.223
O 3.950 0.688 -3.530
O 5.060 1.385 -1.455
O 2.666 0.904 -1.461
C 3.412 -2.248 -4.293
S 4.172 -2.658 -2.757
O 5.463 -2.040 -2.701
O 4.137 -4.101 -2.636
O 3.270 -2.019 -1.698
H 4.037 -2.686 -5.070
H 3.391 -1.160 -4.376
H 2.417 -2.687 -4.323
```

---

No. 2
Molecular formula: C8H9N3
Method: DFT, ωB97M-V with the def2-TZVPD basis set

Output
ΔE to the lowest compared entry with this formula, charge and spin, eV: 4.1969
HOMO level, eV: -8.322
Spin multiplicity: 1
Largest force on an atom, eV/Å: 6.1
Total charge: 0
E, eV: -12908.013

XYZ file:
```
20
C8H9N3, DFT ωB97M-V with the def2-TZVPD basis set
C 2.838 -1.305 0.203
C 1.570 -1.527 -0.058
C 2.106 0.599 0.040
C 1.522 1.930 -0.175
C 0.186 1.914 -0.294
C -2.718 0.275 -0.109
C -2.181 -1.112 -0.147
C -1.315 0.047 0.292
N 3.243 -0.009 0.152
N 1.061 -0.258 -0.139
N -0.324 0.566 -0.523
H 3.678 -2.066 0.223
H 0.911 -2.464 0.036
H 1.972 2.833 0.235
H -0.571 2.748 -0.390
H -3.153 0.717 -0.989
H -3.248 0.482 0.754
H -2.422 -1.845 0.592
H -2.048 -1.659 -1.079
H -1.108 0.135 1.376
```

---

No. 3
Molecular formula: C45H56N10O15P
Method: DFT, ωB97M-V with the def2-TZVPD basis set

Output
HOMO level, eV: -11.209
Spin multiplicity: 1
Largest force on an atom, eV/Å: 4.4
Total charge: +1
E, eV: -102455.169

XYZ file:
```
127
C45H56N10O15P, DFT ωB97M-V with the def2-TZVPD basis set
C 1.750 -2.432 -4.464
C 1.173 -1.022 -4.619
O 1.257 -0.328 -3.374
C 0.151 -0.565 -2.515
C -0.188 0.658 -1.663
C 0.857 0.860 -0.516
N 2.222 0.487 -0.851
N 0.911 2.256 -0.036
C -0.285 2.733 0.720
C -0.505 1.998 2.048
C 0.798 1.826 2.854
C 0.466 1.889 4.339
O 0.491 2.978 4.983
O 0.127 0.717 4.974
C 1.202 3.086 -1.101
N 2.051 4.144 -0.897
N 0.674 2.951 -2.367
P 0.133 4.584 -2.798
O -0.685 5.169 -1.695
C -0.460 1.962 -2.453
C -0.919 1.709 -3.902
C -2.264 0.986 -3.947
O -2.872 0.630 -2.930
N -2.779 0.790 -5.279
C -3.707 -0.362 -5.260
C -3.605 2.001 -5.549
H 1.084 -2.977 -3.783
H 1.845 -2.954 -5.417
H 2.734 -2.322 -4.012
H 1.801 -0.459 -5.319
H 0.157 -1.025 -5.035
H -0.719 -0.953 -3.056
H 0.422 -1.368 -1.811
H -1.139 0.422 -1.172
H 0.548 0.185 0.288
H 2.496 0.812 -1.769
H 2.323 -0.517 -0.859
H -1.203 2.726 0.142
H -0.096 3.785 0.972
H -0.910 0.998 1.847
H -1.294 2.515 2.593
H 1.271 0.856 2.665
H 1.540 2.598 2.652
H -0.289 0.990 5.803
H 1.747 4.855 -0.248
H 2.928 4.226 -1.380
H -0.607 4.455 -3.979
H 1.276 5.322 -3.120
H -1.313 2.458 -1.969
H -0.160 1.183 -4.486
H -1.093 2.645 -4.446
H -3.267 -1.214 -4.739
H -4.665 -0.117 -4.784
H -3.929 -0.646 -6.293
H -2.951 2.865 -5.703
H -4.298 2.202 -4.720
H -4.215 1.841 -6.439
C -2.853 -2.072 4.536
C -1.570 -1.990 4.005
C -1.320 -2.463 2.730
C -2.363 -3.008 2.003
C -3.644 -3.100 2.513
C -3.886 -2.627 3.792
N -2.095 -3.493 0.649
O -0.951 -3.417 0.246
O -3.019 -3.938 0.005
H -3.049 -1.700 5.533
H -0.770 -1.558 4.587
H -0.325 -2.407 2.314
H -4.443 -3.533 1.930
H -4.882 -2.690 4.209
C 5.311 -5.949 -0.212
C 6.550 -5.496 -0.648
C 6.649 -4.752 -1.813
C 5.496 -4.473 -2.524
C 4.254 -4.923 -2.109
C 4.165 -5.667 -0.943
N 5.588 -3.661 -3.745
O 6.681 -3.284 -4.098
O 4.549 -3.405 -4.325
H 5.235 -6.524 0.702
H 7.441 -5.719 -0.077
H 7.610 -4.396 -2.156
H 3.366 -4.698 -2.682
H 3.208 -6.018 -0.605
C 1.127 -10.905 -2.588
C 2.254 -10.095 -2.529
C 2.434 -9.234 -1.459
C 1.477 -9.202 -0.460
C 0.345 -9.997 -0.504
C 0.174 -10.853 -1.579
N 1.673 -8.307 0.686
O 2.667 -7.604 0.687
O 0.841 -8.314 1.563
H 0.993 -11.581 -3.422
H 2.995 -10.137 -3.315
H 3.309 -8.602 -1.408
H -0.391 -9.955 0.284
H -0.703 -11.483 -1.629
C -5.698 6.547 -0.256
C -4.433 6.104 -0.622
C -3.923 4.937 -0.080
C -4.697 4.228 0.824
C -5.956 4.657 1.205
C -6.456 5.827 0.658
N -4.174 2.981 1.390
O -3.053 2.629 1.051
O -4.868 2.364 2.159
H -6.095 7.458 -0.685
H -3.843 6.668 -1.331
H -2.938 4.595 -0.364
H -6.542 4.093 1.915
H -7.438 6.176 0.943
C 0.951 5.502 6.718
C 1.042 6.443 5.701
C 1.593 7.690 5.952
C 2.050 7.974 7.226
C 1.963 7.054 8.254
C 1.408 5.811 7.994
N 2.654 9.288 7.489
O 2.699 10.080 6.572
O 3.073 9.500 8.605
H 0.527 4.531 6.512
H 0.685 6.202 4.710
H 1.666 8.425 5.164
H 2.322 7.298 9.243
H 1.336 5.079 8.787
```

---

No. 4
Molecular formula: C11H14N2O4
Method: DFT, ωB97M-V with the def2-TZVPD basis set

Output
ΔE to the lowest compared entry with this formula, charge and spin, eV: 2.1894
HOMO level, eV: -9.090
Spin multiplicity: 1
Largest force on an atom, eV/Å: 7.4
Total charge: 0
Structure (SMILES): N[C@@H](Cc1ccc(O)cc1)C(=O)NCC(=O)O
E, eV: -22803.038

XYZ file:
```
31
C11H14N2O4, DFT ωB97M-V with the def2-TZVPD basis set
C 0.492 -0.575 -2.014
C -0.127 -1.759 -1.345
C 1.267 0.293 -1.077
C 0.478 1.170 -0.105
C -0.911 0.993 -0.028
C 1.194 2.047 0.712
C -1.586 2.095 0.628
C 0.472 2.892 1.550
C -0.944 2.854 1.453
C 0.372 -3.354 0.566
C -0.108 -2.600 1.870
H -1.027 -0.520 -3.489
H -1.032 0.702 -2.589
H 1.187 -1.113 -2.710
H 1.555 1.135 -1.824
H 2.130 -0.276 -0.647
H -1.367 0.221 -0.547
H 2.214 2.176 0.552
H -2.696 1.984 0.643
H 0.976 3.411 2.343
H -1.200 4.461 2.526
H 1.749 -2.345 -0.650
H 1.231 -3.882 0.869
H -0.509 -3.930 0.193
H -0.432 -0.823 1.019
N -0.402 0.102 -3.010
N 0.799 -2.427 -0.522
O -1.262 -2.135 -1.472
O -1.644 3.640 2.350
O -0.415 -3.143 2.917
O -0.453 -1.297 1.837
```

---

No. 5
Molecular formula: C12H16N
Method: DFT, ωB97M-V with the def2-TZVPD basis set

Output
ΔE to the lowest compared entry with this formula, charge and spin, eV: 2.5746
HOMO level, eV: -12.687
Spin multiplicity: 1
Largest force on an atom, eV/Å: 5.3
Total charge: +1
Structure (SMILES): C=C[C@@]1(c2ccccc2)[NH2+]C1(C)C
E, eV: -14183.361

XYZ file:
```
29
C12H16N, DFT ωB97M-V with the def2-TZVPD basis set
C 3.962 0.246 0.233
C 3.443 -0.441 -0.909
C 3.118 0.598 1.294
C 2.059 -0.530 -1.097
C 1.715 0.498 1.141
C 1.257 -0.109 -0.004
C -1.361 -2.986 0.349
C -0.569 -1.983 0.645
C -0.238 -0.372 -0.135
C -1.245 0.744 -0.138
C -2.614 0.406 0.477
C -0.769 2.145 -0.144
N -0.904 -0.043 -1.359
H 5.008 0.411 0.343
H 4.179 -0.798 -1.566
H 3.606 1.279 1.975
H 1.590 -1.035 -1.944
H 1.009 0.857 1.827
H -1.218 -3.826 0.877
H -2.206 -2.900 -0.434
H 0.047 -1.944 1.456
H -3.346 1.175 0.242
H -2.636 0.421 1.520
H -2.908 -0.580 0.364
H -0.233 2.497 -0.962
H -0.169 2.169 0.897
H -1.575 2.957 0.037
H -0.569 0.524 -2.200
H -1.454 -0.837 -1.607
```

---

No. 6
Molecular formula: C6H8HgLiO6
Method: DFT, ωB97M-V with the def2-TZVPD basis set

Output
ΔE to the lowest compared entry with this formula, charge and spin, eV: 1.2518
HOMO level (spin up / spin down), eV: -7.691 / -7.993
Spin multiplicity: 2
Largest force on an atom, eV/Å: 2.0
Total charge: 0
E, eV: -23014.288

XYZ file:
```
22
C6H8HgLiO6, DFT ωB97M-V with the def2-TZVPD basis set
O -0.153 1.517 1.007
C 0.647 1.460 -0.136
C 0.582 2.052 2.113
O 0.062 1.671 -1.216
O 1.820 2.096 0.131
C 1.961 2.345 1.530
H 0.649 1.332 2.939
H 0.045 2.935 2.475
H 2.736 1.683 1.933
H 2.253 3.395 1.653
Hg -1.639 -0.420 1.013
O 0.528 -1.310 0.799
O 0.420 -1.444 -1.441
C -0.469 -2.575 -1.343
C -1.890 -2.095 -1.675
O -2.189 -0.903 -1.041
C 0.801 -0.794 -0.280
H -0.114 -3.334 -2.053
H -0.445 -2.981 -0.323
H -2.578 -2.922 -1.400
H -1.958 -2.003 -2.784
Li -1.071 0.294 -1.903
```